22
Properties=species:S:1:pos:R:3:lowdin_charge:R:1 method="wB97M-V/def2-TZVPD" gap_ev=7.87 multiplicity=1 largest_force_ev_per_a=1.4 e_lumo_ev=0.13 total_energy_ev=-11910.3160 homo_ev=-7.743 relative_energy_ev=4.301
C -2.22479 0.10507 0.40294 -0.45
N -1.62434 -0.82961 -0.42914 -0.06
N -1.73976 1.40642 0.29661 0.08
C -2.27397 -1.14681 2.81700 -0.01
N -1.59998 -0.68590 1.84924 0.01
H -3.31064 0.08842 0.53948 0.13
H -0.76967 1.46748 0.01028 0.07
H -2.29216 -1.47986 -0.82757 0.05
H -1.03578 -1.28509 1.06271 0.14
H -1.97856 2.03582 1.04810 0.08
H -1.96537 -2.04413 3.34895 0.08
H -3.20189 -0.66525 3.11687 0.08
C 3.40326 1.19255 -1.66632 -0.11
C 1.65570 -0.48872 -1.02965 -0.25
C 2.93254 -0.11603 -1.10805 -0.18
O 0.61517 0.29853 -1.40273 -0.07
H -0.24328 -0.17964 -1.21662 0.02
H 1.38309 -1.45891 -0.61967 0.10
H 3.67951 -0.81624 -0.75487 0.08
H 3.94904 1.77215 -0.91521 0.07
H 2.55975 1.78915 -2.01161 0.06
H 4.08212 1.04060 -2.51073 0.07